a | Molecular formula: C3H3Cl3
Method: DFT, the ωB97M-V functional and the def2-TZVPD basis

The calculation puts the HOMO energy at -8.83 eV. Its net charge is 0. For the LUMO energy, the calculation gives 0.3 eV. As for the spin multiplicity: 1.

Last column: Mulliken charge in e.
Element x y z (Å)
C  0.332  -0.211  0.232  -0.5036
C  -0.787  0.368  0.099  -0.0239
C  -2.212  -0.388  1.640  0.1286
Cl  -3.521  0.725  1.495  -0.1577
Cl  -2.607  -1.940  0.903  -0.1243
Cl  -1.508  -0.610  3.207  -0.1166
H  1.271  0.021  -0.402  0.2253
H  0.527  -1.071  0.918  0.2264
H  -1.527  1.210  -0.079  0.3460

b | Molecular formula: C3H3Cl3
Method: DFT, the ωB97M-V functional and the def2-TZVPD basis

The calculation puts the HOMO energy at -8.07 eV. Its net charge is 0. For the LUMO energy, the calculation gives 0.7 eV. As for the spin multiplicity: 1.

Last column: Mulliken charge in e.
Element x y z (Å)
C  0.052  0.778  -0.371  -0.2679
C  0.720  -0.512  -0.525  -0.4143
C  -0.603  0.109  0.823  0.2246
Cl  -0.018  -1.748  -1.438  -0.1365
Cl  -2.114  -0.666  0.697  -0.1261
Cl  0.112  0.133  2.354  -0.1655
H  0.896  1.499  -0.287  0.2277
H  -0.710  1.120  -1.171  0.2589
H  1.665  -0.712  -0.082  0.3991

c | Molecular formula: C3H3Cl3
Method: DFT, the ωB97M-V functional and the def2-TZVPD basis

The calculation puts the HOMO energy at -10.59 eV. Its net charge is 0. For the LUMO energy, the calculation gives 0.5 eV. As for the SMILES: C#CC(Cl)Cl.Cl. As for the spin multiplicity: 1.

Last column: Mulliken charge in e.
Element x y z (Å)
C  -1.431  -0.785  -0.583  -0.2028
C  -0.712  -0.239  -1.425  -0.4549
C  0.429  0.322  -2.073  0.2406
Cl  0.612  1.939  -1.500  -0.1113
Cl  0.345  0.436  -3.898  -0.1670
H  -2.217  -1.223  0.013  0.4166
H  1.216  -0.320  -1.774  0.2823
Cl  0.322  1.217  2.226  -0.2201
H  -0.293  0.151  2.445  0.2166

Short version: a is the least stable of them.

a | Molecular formula: C8H14N3OP
Method: DFT, the ωB97M-V functional and the def2-TZVPD basis

The calculation puts the HOMO energy at -8.04 eV. Its net charge is 0. For the LUMO energy, the calculation gives -0.7 eV. As for the spin multiplicity: 1.

Last column: Mulliken charge in e.
Element x y z (Å)
C  3.699  -1.156  -0.498  0.2514
C  2.872  -0.267  -0.375  -0.3766
C  0.836  0.555  -1.213  -0.4221
C  1.890  0.762  -0.224  0.2662
C  -1.140  0.791  -2.298  -0.9116
C  2.971  1.985  1.527  -1.0863
C  -0.470  -0.988  1.132  -0.9338
C  -2.868  -1.035  0.631  -1.1577
N  -0.281  1.130  -1.183  -0.0836
N  1.897  1.757  0.567  -0.3396
N  -1.641  -0.252  0.892  0.1303
O  -2.777  1.835  0.003  -0.5949
P  -1.498  1.466  0.601  0.1959
H  4.425  -1.850  -0.803  0.4901
H  1.145  0.090  -2.188  0.2498
H  -0.514  0.500  -3.087  0.5128
H  -1.926  0.155  -2.029  0.2210
H  -1.690  1.725  -2.440  0.3113
H  2.910  1.207  2.268  0.3583
H  3.895  2.023  1.084  0.3781
H  2.600  2.752  2.089  0.4308
H  0.369  -0.442  1.467  0.1555
H  -0.455  -1.663  1.880  0.5244
H  -0.136  -1.387  0.137  0.2827
H  -2.752  -1.964  0.144  0.3223
H  -3.128  -1.260  1.619  0.4845
H  -3.569  -0.318  0.288  0.3409

b | Molecular formula: C8H14N3OP
Method: DFT, the ωB97M-V functional and the def2-TZVPD basis

The calculation puts the HOMO energy at -7.83 eV. Its net charge is 0. For the LUMO energy, the calculation gives 0.5 eV. As for the SMILES: CCOc1cc(N)n(C)n1.C1=PC1. As for the spin multiplicity: 1.

Last column: Mulliken charge in e.
Element x y z (Å)
C  2.487  2.012  2.498  -1.3306
C  1.243  1.733  1.644  -0.2171
O  1.553  0.958  0.591  -0.3193
C  0.742  -0.086  0.265  0.5551
C  0.915  -0.854  -0.904  -1.0697
C  -0.050  -1.895  -0.815  0.4722
N  -0.407  -2.860  -1.643  -0.4792
N  -0.793  -1.639  0.330  0.4920
C  -1.977  -2.315  0.712  -0.8735
N  -0.231  -0.552  1.003  -0.8972
H  2.601  1.311  3.231  0.3720
H  3.454  1.925  1.940  0.2886
H  2.282  2.954  2.955  0.3683
H  0.834  2.689  1.264  0.2337
H  0.451  1.301  2.123  0.5151
H  1.710  -0.790  -1.587  0.5669
H  -1.273  -3.400  -1.483  0.1288
H  0.239  -3.514  -1.918  0.2506
H  -1.794  -2.995  1.482  0.3456
H  -2.655  -1.574  1.156  0.2990
H  -2.418  -2.893  -0.140  0.2604
C  -0.494  1.840  -1.535  0.2085
P  0.201  1.669  -3.028  -0.1470
C  -1.559  1.694  -2.504  -0.8028
H  -0.628  1.974  -0.398  0.3664
H  -2.210  2.552  -2.710  0.2570
H  -2.221  0.757  -2.530  0.1560

c | Molecular formula: C8H14N3OP
Method: DFT, the ωB97M-V functional and the def2-TZVPD basis

The calculation puts the HOMO energy at -8.32 eV. Its net charge is 0. For the LUMO energy, the calculation gives 0.8 eV. As for the SMILES: CN=[P@](N)(NC)Oc1ccccc1. As for the spin multiplicity: 1.

Last column: Mulliken charge in e.
Element x y z (Å)
C  -1.143  2.510  0.353  -0.7947
N  -1.623  1.127  0.449  -0.3631
P  -1.224  -0.132  -0.376  0.4032
N  -1.040  -0.168  -2.059  -0.3799
N  -1.972  -1.574  -0.073  -0.2712
C  -3.422  -1.418  0.205  -0.7163
O  0.291  -0.797  0.048  -0.3630
C  1.647  -0.530  0.043  0.7921
C  2.232  0.561  -0.525  -0.3968
C  3.604  0.589  -0.770  -0.2546
C  4.463  -0.469  -0.497  -0.8599
C  3.864  -1.505  0.143  -0.1270
C  2.490  -1.584  0.484  -0.8265
H  -1.969  3.146  0.700  0.3200
H  -0.506  2.832  -0.437  0.3073
H  -0.401  2.633  1.295  0.2403
H  -1.419  0.539  -2.660  0.2168
H  -0.971  -1.005  -2.423  0.1743
H  -1.563  -1.964  0.749  0.2369
H  -3.971  -2.298  -0.311  0.2747
H  -3.667  -1.240  1.237  0.2839
H  -3.603  -0.521  -0.495  0.2805
H  1.565  1.339  -0.858  0.2722
H  3.906  1.485  -1.251  0.3666
H  5.433  -0.652  -0.894  0.3827
H  4.469  -2.304  0.350  0.4066
H  1.985  -2.347  1.021  0.3950

Short version: b is the least stable of them.